1 | Formula: C4H5N3S
Source: OMol25
Level of theory: ωB97M-V/def2-TZVPD

Last column: Löwdin charge in e.
Geometry (Å):
C 0.480 0.365 0.784  -0.574
C 1.737 -0.177 0.290  -0.252
C -0.496 -0.731 0.416  -0.274
C -1.882 -0.430 0.092  -0.180
H -0.832 2.534 0.030  -0.124
H 0.468 0.516 1.784  0.072
H 2.077 0.507 -0.629  0.095
H 2.453 -0.183 1.110  0.111
H 2.073 -1.801 -1.146  0.140
N 1.525 -1.636 -0.253  -0.016
N 0.113 -1.631 -0.427  0.083
N -3.084 -0.392 -0.083  0.141
S 0.303 1.867 -0.331  0.780

The SMILES is N#CC1=NNC[C@H]1S. The LUMO energy is -0.54 eV.

2 | Formula: C4H5N3S
Source: OMol25
Level of theory: ωB97M-V/def2-TZVPD

Last column: Löwdin charge in e.
Geometry (Å):
C 2.186 -0.209 0.183  -0.031
C -1.036 1.355 0.028  -0.068
C -2.043 0.176 -0.079  -0.798
C -1.232 -0.969 -0.207  -0.257
H 2.542 -0.855 -0.571  0.023
H 2.983 0.744 0.167  0.135
H 2.502 -0.853 1.190  0.130
H -1.364 2.431 -0.172  0.121
H -1.905 -1.972 -0.190  0.140
N 0.718 0.070 -0.206  -0.245
N 0.280 1.225 -0.138  0.059
N 0.013 -1.089 -0.082  0.118
S -3.645 -0.055 0.076  0.671

The SMILES is Cn1ncc(=S)cn1. The LUMO energy is -0.66 eV.

Stability verdict: 1, ahead by 0.0284 hartree

1 | Formula: CH5N6
Source: OMol25
Level of theory: ωB97M-V/def2-TZVPD

Last column: Löwdin charge in e.
Geometry (Å):
C 0.235 -2.108 -0.222  -0.109
N 1.354 -2.555 0.185  -0.040
N 2.156 -2.371 0.957  0.310
N 1.200 -0.200 0.577  0.004
N 0.143 -0.726 0.040  -0.148
N 1.282 1.067 0.993  0.090
N -0.951 -0.076 -0.473  0.171
H -0.436 -2.744 -0.819  0.149
H 0.745 1.923 0.731  0.136
H 2.342 1.071 1.265  0.183
H -0.907 0.981 -0.405  0.150
H -1.699 -0.536 -0.897  0.104

The LUMO energy (alpha / beta) is -4.71 / -4.71 eV. As for the charge: +1.

2 | Formula: CH5N6
Source: OMol25
Level of theory: ωB97M-V/def2-TZVPD

Last column: Löwdin charge in e.
Geometry (Å):
C -2.850 0.706 0.113  0.242
N -2.002 -0.008 -0.188  -0.029
N -1.119 -0.871 -0.146  0.035
N 0.102 -0.457 -0.232  -0.210
N 0.351 0.792 -0.115  0.065
N 1.083 -1.421 0.081  0.152
N 1.581 1.165 -0.012  0.136
H -3.690 1.489 0.016  0.158
H 1.803 -1.508 -0.629  0.119
H 0.788 -2.338 0.409  0.128
H 2.205 0.437 0.301  0.105
H 1.746 2.014 0.403  0.099

The LUMO energy is -4.68 eV. As for the charge: +1.

Stability verdict: 1, ahead by 0.0176 hartree

1 | Formula: CH6N2O2
Source: OMol25
Level of theory: ωB97M-V/def2-TZVPD

Last column: Löwdin charge in e.
Geometry (Å):
N -1.071 -0.722 0.285  0.192
C -0.287 0.179 0.962  -0.617
N 1.085 0.149 0.687  0.120
O -0.584 0.966 1.873  0.004
H -0.819 -1.405 -0.330  0.066
H -1.954 -0.696 0.577  0.049
H 1.723 -0.282 0.084  0.059
H 1.611 0.670 1.448  0.131
H 0.273 -0.948 -3.456  0.022
H -0.042 0.162 -2.515  0.015
O 0.688 -0.287 -2.921  -0.041

The SMILES is NC(N)=O.O. The LUMO energy is 0.53 eV.

2 | Formula: CH6N2O2
Source: OMol25
Level of theory: ωB97M-V/def2-TZVPD

Last column: Löwdin charge in e.
Geometry (Å):
C -0.419 0.161 0.230  -0.700
N 1.850 -0.474 -0.365  0.110
N -1.662 -0.493 -0.130  0.102
O 0.329 -0.467 1.082  0.007
O -0.619 1.550 0.419  0.004
H -1.129 1.655 1.234  0.098
H 0.347 0.112 -0.711  0.156
H 2.089 0.432 0.055  0.030
H 2.779 -0.867 -0.610  0.028
H -1.528 -1.494 -0.212  0.085
H -2.038 -0.116 -0.991  0.081

The LUMO energy (alpha / beta) is -1.94 / -1.93 eV.

Stability verdict: 1, ahead by 0.1946 hartree

1 | Formula: FH2NS
Source: OMol25
Level of theory: ωB97M-V/def2-TZVPD

Last column: Löwdin charge in e.
Geometry (Å):
N 1.218 -0.076 0.111  0.013
F 1.945 1.020 -0.088  -0.132
S -1.162 0.849 0.059  0.393
H 1.202 -0.055 1.086  -0.009
H -0.890 0.998 -1.255  -0.266

The LUMO energy is -2.27 eV.

2 | Formula: FH2NS
Source: OMol25
Level of theory: ωB97M-V/def2-TZVPD

Last column: Löwdin charge in e.
Geometry (Å):
N -0.607 0.272 -0.064  -0.518
F -1.762 -0.559 0.076  -0.251
S 0.807 -0.639 0.108  0.657
H -0.894 1.065 1.067  0.240
H 0.519 -1.545 -0.862  -0.129

The LUMO energy is -0.02 eV.

Stability verdict: 2, ahead by 0.0212 hartree

1 | Formula: C2H10NO
Source: OMol25
Level of theory: ωB97M-V/def2-TZVPD

Last column: Löwdin charge in e.
Geometry (Å):
N -1.592 -2.048 1.044  0.351
H -2.437 -1.569 1.383  0.182
H -0.944 -1.245 0.951  0.120
H -1.953 -2.340 0.132  0.173
H -1.121 -2.827 1.372  0.136
C 0.426 1.417 -0.634  -0.113
O -0.436 0.622 0.164  0.105
C 1.882 0.778 -0.769  0.045
H 0.421 2.407 -0.230  0.144
H 0.069 1.457 -1.700  0.231
H -1.023 1.296 0.731  0.240
H 1.870 -0.309 -1.163  0.139
H 2.377 0.904 0.193  0.111
H 2.460 1.456 -1.474  0.137

The spin multiplicity is 2. Its expectation value of S² is 0.755. The LUMO energy (alpha / beta) is -8.24 / -14.28 eV. As for the charge: +2.

2 | Formula: C2H10NO
Source: OMol25
Level of theory: ωB97M-V/def2-TZVPD

Last column: Löwdin charge in e.
Geometry (Å):
N 0.697 1.447 1.867  0.362
H 0.755 2.259 1.351  0.125
H 0.359 0.687 1.292  0.058
H 0.257 1.802 2.737  0.202
H 1.677 1.242 2.051  0.179
C -0.238 -0.114 -0.853  -0.102
O -0.365 -0.492 0.530  0.161
C -0.409 -1.470 -1.608  0.071
H 0.772 0.296 -1.038  0.162
H -0.860 0.613 -1.283  0.166
H -1.342 -0.635 0.526  0.197
H -1.071 -2.241 -1.169  0.133
H 0.569 -1.931 -1.754  0.138
H -0.800 -1.463 -2.649  0.148

The spin multiplicity is 2. Its expectation value of S² is 0.754. The LUMO energy (alpha / beta) is -8.16 / -15.40 eV. As for the charge: +2.

Stability verdict: 1, ahead by 0.0356 hartree

1 | Formula: C6H7NOS
Source: OMol25
Level of theory: ωB97M-V/def2-TZVPD

Last column: Löwdin charge in e.
Geometry (Å):
C -0.852 -1.242 -0.729  -0.060
C -1.154 -0.277 -1.686  -0.008
C -0.033 -0.888 0.354  -0.090
C -0.752 1.007 -1.432  -0.360
C 0.112 1.383 -0.425  -0.703
C 1.319 0.647 1.586  -0.072
N 0.440 0.336 0.475  -0.124
O -0.899 1.883 -2.475  0.027
S 0.704 2.910 -0.316  0.695
H -1.063 -2.382 -0.737  0.133
H -1.526 -0.481 -2.667  0.122
H 0.264 -1.617 1.071  0.117
H 1.883 -0.166 2.132  0.111
H 2.036 1.425 1.195  0.055
H 0.669 1.084 2.331  0.090
H -1.776 1.784 -2.725  0.067

The SMILES is Cn1cccc(O)c1=S. The LUMO energy is 0.20 eV.

2 | Formula: C6H7NOS
Source: OMol25
Level of theory: ωB97M-V/def2-TZVPD

Last column: Löwdin charge in e.
Geometry (Å):
C 2.327 -0.061 -0.155  -0.071
C 1.509 -1.043 0.311  -0.111
C 1.733 1.190 -0.478  -0.067
C 0.156 -0.897 0.352  -0.092
C 0.352 1.285 -0.527  -0.131
C -0.418 0.232 -0.194  -0.435
N -2.526 -1.179 -0.439  -0.340
O -2.465 0.952 1.134  -0.300
S -2.175 0.287 -0.446  0.959
H 3.358 -0.251 0.018  0.094
H 2.006 -1.917 0.707  0.110
H 2.244 2.127 -0.784  0.112
H -0.383 -1.795 0.660  0.111
H -0.208 2.284 -0.915  0.163
H -3.089 -1.664 -1.129  0.009
H -2.422 0.452 1.885  -0.010

The LUMO energy is 0.64 eV.

Stability verdict: 1, ahead by 0.0533 hartree

1 | Formula: C6H7NOS
Source: OMol25
Level of theory: ωB97M-V/def2-TZVPD

Last column: Löwdin charge in e.
Geometry (Å):
C -2.308 -0.016 -0.206  -0.080
C -1.545 -1.126 0.053  -0.079
C -1.770 1.266 -0.061  -0.092
C -0.241 -0.946 0.372  -0.135
C -0.436 1.364 0.122  -0.140
C 0.315 0.287 0.438  -0.187
N 2.665 -1.325 0.356  -0.391
O 2.659 0.862 -1.006  -0.335
S 2.527 0.157 0.509  0.909
H -3.367 -0.144 -0.533  0.119
H -1.828 -2.171 0.064  0.116
H -2.445 2.059 -0.344  0.108
H 0.301 -1.737 0.669  0.054
H -0.049 2.340 0.519  0.135
H 3.649 -1.666 0.498  0.025
H 1.871 0.796 -1.449  -0.027

The LUMO energy is 0.52 eV.

2 | Formula: C6H7NOS
Source: OMol25
Level of theory: ωB97M-V/def2-TZVPD

Last column: Löwdin charge in e.
Geometry (Å):
C 1.142 1.249 2.188  -0.195
C 0.085 2.066 2.383  -0.226
C -0.081 0.505 0.534  -0.403
C -0.494 -0.311 -0.651  -0.086
C 0.307 -1.217 -1.252  -0.146
C -0.135 -2.032 -2.409  -0.107
N 1.066 0.344 1.133  0.073
O -1.329 2.924 0.306  -0.494
S -1.207 1.779 1.162  0.937
H 1.855 1.186 3.022  0.115
H 0.005 2.555 3.289  0.047
H -1.527 -0.247 -1.053  0.115
H 1.187 -1.710 -0.775  0.130
H -0.177 -2.911 -1.815  0.063
H 0.489 -2.289 -3.259  0.077
H -1.186 -1.892 -2.802  0.100

The LUMO energy (alpha / beta) is -0.89 / -0.89 eV.

Stability verdict: 1, ahead by 0.0066 hartree